(1)
93
Properties=species:S:1:pos:R:3:forces:R:3:lowdin_charge:R:1 method="wB97M-V/def2-TZVPD" multiplicity=5 total_charge=+2 orbital_gap_ev="7.691 / 7.276"
Co -0.25664 -0.52114 0.88516 -0.3941 0.7153 -0.4175 0.685
N 1.44213 -0.22799 -0.30602 -0.0128 0.0361 -0.0285 0.051
C 2.41129 0.55538 0.50462 0.0482 0.0268 0.0736 -0.235
C 3.39333 1.36784 -0.36512 -0.0726 -0.1295 -0.0666 -0.125
C 3.10624 2.85814 -0.58805 -0.0330 0.0417 -0.0820 -0.154
C 3.85557 3.89723 0.27094 0.0161 0.1293 0.0043 -0.138
N 5.09988 3.43552 0.89600 0.1317 0.0144 -0.0669 0.087
C 5.37585 3.49782 2.20077 -0.0163 0.0166 0.1121 -0.428
N 4.40066 3.52594 3.09451 0.0941 -0.1153 0.0161 0.223
N 6.65762 3.51692 2.59260 -0.0039 0.0483 -0.0679 0.204
C 1.66287 1.34197 1.60241 0.1783 0.0319 0.1135 -0.561
O 2.20753 2.32994 2.08768 -0.0202 -0.0801 -0.0485 0.029
O 0.54502 0.87085 1.99576 -0.0878 -0.1935 -0.0347 -0.064
H 1.90360 -1.02856 -0.72661 -0.0220 -0.0275 0.0130 0.101
H 1.10768 0.33858 -1.08437 0.0492 0.0142 0.0119 0.073
H 2.97514 -0.18233 1.08556 0.0202 -0.0123 -0.0841 0.157
H 3.37281 0.89708 -1.35231 0.0760 -0.0598 0.0596 0.116
H 4.41220 1.21377 -0.00950 -0.0218 0.0955 0.1187 0.111
H 2.03807 3.04842 -0.46350 0.0273 0.0698 -0.0135 0.101
H 3.32469 3.08164 -1.63309 0.0267 -0.0328 -0.0001 0.114
H 3.21659 4.29721 1.05055 0.0042 -0.0946 0.0424 0.114
H 4.14118 4.73760 -0.36368 -0.1172 0.0090 -0.0143 0.129
H 5.90282 3.36488 0.29001 -0.0077 -0.0226 -0.0027 0.159
H 3.49160 3.12618 2.83710 -0.0479 0.0729 -0.0023 0.073
H 4.62520 3.62511 4.06981 0.0017 0.0350 0.0038 0.136
H 7.38640 3.78855 1.95512 0.0066 0.0023 0.0086 0.129
H 6.89616 3.48163 3.56850 -0.0118 -0.0295 0.0065 0.129
C -4.78532 -1.46074 -1.75101 -0.0745 0.0395 0.1171 -0.241
Sb -2.75216 -1.19380 -1.20430 0.0013 -0.2124 -0.3611 1.611
C -2.03289 0.21770 0.19854 -0.1315 0.0530 0.2353 -0.523
C -2.93647 -0.04505 1.34909 0.1505 -0.0299 -0.0843 -0.438
C -2.82637 0.58629 2.58927 -0.0570 0.0166 0.0007 -0.026
C -3.71529 0.23551 3.58864 -0.0533 -0.0451 0.0275 -0.029
C -4.68438 -0.73060 3.34267 -0.0007 -0.0083 -0.0523 -0.036
C -4.70966 -1.32954 2.09697 -0.0236 0.0613 0.1239 -0.114
N -3.85194 -1.00260 1.13044 0.0852 -0.0085 0.0189 0.022
Si -2.10336 1.94465 -0.55806 0.1954 0.1882 0.0132 0.418
C -0.78680 2.03701 -1.90670 -0.0530 -0.0127 0.0527 -0.164
C -3.78187 2.24513 -1.32912 -0.0439 -0.0900 -0.0024 -0.177
C -1.76751 3.24161 0.74466 -0.0286 -0.0382 -0.0676 -0.157
C -1.73326 -3.10447 -1.29170 0.1673 -0.0971 0.0091 -0.525
C -0.63125 -3.18284 -0.27790 -0.0061 -0.0702 0.0638 -0.408
C 0.52413 -3.94656 -0.48906 -0.0349 0.0419 0.0405 -0.041
C 1.49105 -4.04418 0.49417 -0.0023 0.0287 0.0957 -0.015
C 1.29835 -3.41187 1.71959 -0.0745 -0.0615 -0.1325 -0.028
C 0.12065 -2.70918 1.88498 0.2567 -0.3534 0.3144 -0.150
N -0.80262 -2.57358 0.91730 -0.0798 0.0822 -0.0910 0.018
Si -1.08752 -3.15701 -3.12867 0.0024 -0.0449 0.0118 0.446
C -0.59053 -4.86624 -3.72174 -0.0635 0.0185 0.0470 -0.156
C 0.40102 -2.01156 -3.23009 -0.0436 0.0065 0.0237 -0.160
C -2.38330 -2.50924 -4.31524 0.0112 -0.0218 -0.0141 -0.186
Si -2.90720 -4.60926 -0.87626 -0.0286 -0.0358 -0.0008 0.481
C -4.06384 -4.95199 -2.30387 0.0143 0.0246 0.0231 -0.157
C -3.88317 -4.26342 0.67954 0.0306 -0.0248 -0.0403 -0.168
C -1.84731 -6.11171 -0.52319 -0.0275 0.0501 0.0138 -0.152
H -5.29257 -0.52845 -1.51526 -0.0204 0.0203 0.0000 0.018
H -5.19304 -2.26482 -1.14554 -0.0459 -0.0190 -0.0126 0.003
H -4.86693 -1.68057 -2.81131 0.0299 0.0102 -0.0295 0.014
H -2.05913 1.32928 2.75562 0.0291 -0.0008 -0.0042 0.105
H -3.65423 0.71066 4.55864 -0.0043 0.0086 0.0142 0.121
H -5.39881 -1.01913 4.09891 -0.0120 -0.0053 0.0148 0.114
H -5.43284 -2.09922 1.86221 -0.0222 -0.0099 0.0174 0.111
H -0.72352 1.11552 -2.49213 -0.0056 -0.0451 -0.0149 0.008
H 0.20032 2.26086 -1.49465 0.0307 -0.0149 0.0351 0.006
H -1.01267 2.83566 -2.61457 -0.0267 0.0538 0.0035 0.048
H -3.93515 1.65537 -2.23751 0.0088 -0.0273 -0.0076 0.025
H -3.90247 3.29133 -1.61312 0.0307 0.0525 0.0053 0.044
H -4.58910 2.00597 -0.63202 -0.0068 0.0025 0.0219 0.042
H -0.82866 3.07138 1.27357 0.0335 -0.0205 0.0115 0.024
H -2.56760 3.28502 1.48461 -0.0297 0.0011 0.0019 0.039
H -1.72074 4.22361 0.26933 0.0167 0.0275 -0.0209 0.045
H 0.65558 -4.47777 -1.41828 0.0024 -0.0234 -0.0605 0.093
H 2.38162 -4.63250 0.31506 0.0133 -0.0004 -0.0005 0.126
H 2.01711 -3.48246 2.52247 0.0061 -0.0258 0.0170 0.120
H -0.12473 -2.24758 2.83817 0.0156 -0.0048 -0.0052 0.132
H 0.42841 -5.14421 -3.45256 0.0356 -0.0113 0.0476 0.038
H -0.63278 -4.86367 -4.81261 0.0139 0.0307 -0.0436 0.049
H -1.25565 -5.66089 -3.38552 -0.0089 0.0173 -0.0108 0.019
H 1.29507 -2.42527 -2.76078 -0.0009 -0.0163 0.0171 0.030
H 0.17959 -1.04256 -2.77494 -0.0177 0.0399 0.0131 -0.001
H 0.64275 -1.82037 -4.27684 0.0098 -0.0201 -0.0439 0.051
H -3.32039 -3.06373 -4.28906 -0.0148 -0.0309 0.0192 0.027
H -1.96905 -2.64029 -5.31824 0.0057 -0.0060 -0.0295 0.051
H -2.60533 -1.44613 -4.21170 0.0071 0.0306 0.0367 0.019
H -4.55820 -4.06242 -2.69180 -0.0130 0.0141 0.0174 0.012
H -4.85163 -5.61848 -1.94645 -0.0028 -0.0525 0.0278 0.053
H -3.57174 -5.45606 -3.13561 0.0256 0.0125 -0.0340 0.038
H -4.82074 -3.74460 0.48275 -0.0064 0.0274 -0.0320 0.016
H -3.31999 -3.68484 1.41150 0.0414 -0.0130 -0.0015 0.024
H -4.13847 -5.22158 1.13665 -0.0231 -0.0394 0.0047 0.051
H -1.11918 -6.36448 -1.29198 0.0178 0.0222 -0.0290 0.028
H -2.52127 -6.96603 -0.42350 -0.0304 -0.0204 -0.0108 0.053
H -1.32145 -6.01597 0.42818 0.0182 0.0180 0.0244 0.044

***

(2)
87
Properties=species:S:1:pos:R:3:forces:R:3:lowdin_charge:R:1 method="wB97M-V/def2-TZVPD" e_above_lowest_ev=0.740 multiplicity=5 total_charge=0 orbital_gap_ev="5.214 / 6.862"
O -0.43854 -1.08259 -2.18031 -0.9201 -1.2078 -1.1937 -0.131
O 0.82477 0.90131 -3.56228 -0.2166 -0.3534 0.3537 -0.228
C 0.29215 -2.39705 -2.54698 -0.6700 1.0112 0.2511 -0.095
C -0.50843 -3.49995 -1.90250 0.1618 -0.3395 -0.0220 -0.043
H 1.32099 -2.30535 -2.17131 -0.4887 0.2054 0.0482 0.131
H 0.28337 -2.38840 -3.63959 0.2106 -0.2464 0.2647 0.111
H -0.64488 -3.33304 -0.82991 0.0521 0.1382 -0.1661 0.082
H 0.01850 -4.45432 -2.00733 0.0397 0.1717 -0.0869 0.099
H -1.48069 -3.62521 -2.38215 0.0187 0.0472 0.0588 0.083
C -1.78328 -0.84539 -2.91781 0.6684 -0.4363 1.0335 -0.100
C -1.74391 -1.10585 -4.39079 0.2665 -0.0513 -0.6080 -0.063
H -2.05531 0.17707 -2.62765 0.1876 -0.3315 -0.0957 0.132
H -2.43757 -1.56591 -2.41692 0.1183 0.3805 0.0821 0.115
H -1.07638 -0.41466 -4.91348 -0.0711 -0.1498 0.0764 0.072
H -2.75447 -0.97954 -4.79270 0.0417 0.1828 0.1900 0.102
H -1.48106 -2.14220 -4.65142 -0.0006 0.3258 0.2309 0.086
C 0.37093 2.24168 -3.38708 0.3569 -0.1630 0.2465 -0.255
C 2.12149 0.70660 -4.11603 -0.2091 0.0579 0.3315 -0.256
C -0.65767 2.59414 -4.41963 -0.3916 0.2060 -0.4132 -0.065
H 1.22980 2.92280 -3.41013 -0.0985 -0.0090 0.0208 0.129
H -0.07258 2.29277 -2.38313 0.1436 0.0810 -0.1413 0.109
H -0.24967 2.56526 -5.43602 -0.0721 -0.0480 0.1867 0.075
H -1.02444 3.60687 -4.23797 -0.0836 -0.0534 -0.0189 0.086
H -1.51021 1.90159 -4.36621 0.1870 0.2242 -0.0415 0.069
C 2.10660 0.84896 -5.61096 0.0651 0.0425 -0.5253 -0.070
H 2.42482 -0.30477 -3.82132 -0.0411 0.1423 -0.0215 0.116
H 2.82106 1.40921 -3.65371 0.0575 -0.0379 0.0273 0.123
H 1.32418 0.22762 -6.06472 0.1378 0.0917 0.1365 0.081
H 3.06681 0.52720 -6.01204 0.0627 0.0226 -0.1046 0.081
H 1.94555 1.88596 -5.92203 0.0107 -0.1308 0.0542 0.077
H 0.17350 -0.30215 -2.09985 -0.1343 0.1211 -0.5091 0.087
Cr 0.17872 -0.27542 1.45300 -0.1271 -0.7783 0.7705 0.637
C 1.25813 0.29379 -0.31367 -0.0879 -0.4321 0.4961 -0.313
Si 2.98868 0.57415 0.34542 0.4530 -0.0111 -0.5316 0.415
H 1.18823 -0.51497 -1.05512 0.8835 0.2330 0.6948 -0.038
H 0.77374 1.18374 -0.71146 0.0349 0.3248 -0.0986 -0.024
C 4.15570 -0.58158 -0.59086 0.0741 -0.0210 -0.0092 -0.192
C 3.35483 0.27412 2.17863 -0.1799 0.0791 0.1586 -0.178
C 3.54090 2.34830 -0.01694 -0.0352 0.1407 -0.0435 -0.185
C -1.72072 -0.94168 1.02042 -0.3223 -0.3518 -0.6992 -0.313
Si -3.23454 0.21862 0.98840 1.3052 -1.2285 0.4101 0.409
H -1.92781 -1.82064 1.68403 0.1080 0.6876 -0.2644 0.027
H -1.56984 -1.39960 0.00038 -0.3179 0.3950 0.6535 -0.022
C -4.49590 -0.59844 -0.13290 -0.4195 0.0535 -0.0238 -0.197
C -2.77894 1.89754 0.30636 -0.1293 0.4302 -0.2370 -0.183
C -3.94556 0.42095 2.70577 -0.1542 -0.0203 0.0400 -0.176
H 3.02684 2.72357 -0.91405 0.1630 -0.0079 0.1693 0.010
H 4.62549 2.40063 -0.19784 -0.2653 -0.0002 0.0929 0.029
H 3.30611 3.02400 0.81860 0.0397 -0.1217 -0.2240 0.028
H 3.90607 -1.63192 -0.38520 0.0850 0.1454 -0.0479 0.025
H 5.20226 -0.41051 -0.28996 -0.3050 -0.1115 -0.1069 0.032
H 4.07306 -0.40839 -1.67262 0.0632 -0.0649 0.1381 0.009
H 2.87931 -0.62981 2.58219 0.1434 0.1858 -0.0911 0.011
H 3.02897 1.12635 2.79554 0.0490 -0.2414 -0.1004 0.034
H 4.44688 0.16411 2.31333 -0.3703 0.0984 -0.1416 0.041
H -3.32868 2.08390 -0.62606 0.1098 0.1343 0.1081 0.022
H -1.70625 1.98915 0.09836 -0.1227 -0.0023 0.0298 0.004
H -3.05463 2.67608 1.02970 0.1084 -0.0450 -0.2178 0.033
H -4.84981 1.04434 2.66221 0.1483 -0.0873 0.1079 0.031
H -3.22624 0.89293 3.38890 -0.1206 -0.0874 -0.1508 0.027
H -4.22339 -0.55667 3.12233 0.0515 0.2031 -0.0411 0.037
H -5.48788 -0.16929 0.05443 0.0133 -0.1164 -0.2076 0.028
H -4.54440 -1.67742 0.06169 -0.0046 0.2073 0.0039 0.034
H -4.24928 -0.45299 -1.19165 -0.0788 0.0007 0.0992 0.003
C -1.11930 3.70459 5.26908 -0.0517 0.2080 -0.0974 -0.124
C -0.87476 3.68201 3.89174 0.2012 -0.2239 -0.2583 -0.106
C -0.44444 2.50601 3.26804 -0.1036 -0.1746 0.3614 -0.055
C -0.30103 1.33717 4.03808 -0.3323 0.0592 0.2747 -0.283
C -0.52072 1.36639 5.43469 -0.2164 0.6977 0.0242 -0.032
C -0.94028 2.55442 6.04351 0.3153 -0.4064 -0.4534 -0.092
N 0.02989 0.13302 3.41215 0.2958 -0.0342 0.6046 -0.129
N 0.14231 -0.85938 4.29419 0.2152 -0.6010 -0.2136 0.041
C 0.54875 -2.03528 3.70368 -0.1732 -0.2868 0.3256 -0.317
C 0.69282 -3.20556 4.50086 -0.1004 0.4034 -0.3483 -0.032
C 1.03911 -4.40689 3.88453 -0.0365 0.4675 -0.1750 -0.114
C 1.29467 -4.42603 2.50563 -0.0356 0.7180 -0.2422 -0.108
C 1.18883 -3.23559 1.73088 -0.0630 -1.1117 0.8456 -0.127
C 0.77447 -2.05419 2.31034 0.0286 0.5946 -0.4757 -0.195
H -1.43445 4.63930 5.72942 0.0235 -0.2091 -0.0383 0.090
H -1.00601 4.58739 3.28732 0.0526 -0.3247 0.3251 0.099
H -0.21073 2.44892 2.19120 -0.2193 0.2324 0.4904 0.095
H -0.35932 0.44401 5.99263 -0.1521 0.4638 -0.1560 0.093
H -1.10879 2.56500 7.12486 0.0213 0.0980 -0.4105 0.100
H 0.50048 -3.12708 5.57680 0.0703 -0.1112 -0.4334 0.105
H 1.11052 -5.32340 4.47092 0.0284 0.2219 -0.1599 0.093
H 1.57287 -5.35577 2.02824 0.0779 -0.0564 -0.0383 0.081
H 1.42962 -3.26863 0.67380 -0.0278 -0.1084 -0.1324 0.074